Density functional theory data (wB97M-V/def2-TZVPD) for 13 unconnected molecules or ions with the total composition C26H50BCl4N6O32 at a distorted geometry.

Each line ends with the Löwdin charge.
Element x y z (Å)
O 14.616 7.257 -2.081  0.146
C 15.086 8.296 -1.743  -0.388
O 15.630 9.190 -2.551  0.212
B 16.353 10.198 -1.766  -0.924
O 16.046 9.875 -0.349  0.225
C 15.351 8.747 -0.294  -0.400
O 14.981 8.200 0.689  0.158
O 15.963 11.575 -2.088  0.210
C 17.049 12.297 -2.387  -0.367
O 17.047 13.429 -2.745  0.144
C 18.256 11.320 -2.308  -0.390
O 17.788 10.120 -2.035  0.218
O 19.401 11.588 -2.462  0.157
Cl 14.654 2.499 -0.593  0.535
C 15.201 4.193 -0.617  -0.668
C 15.036 4.867 0.717  -0.654
Cl 13.383 4.823 1.389  0.556
H 14.707 4.739 -1.419  0.054
H 16.257 4.173 -0.881  0.059
H 15.359 5.902 0.760  0.043
H 15.648 4.329 1.445  0.064
Cl 18.632 11.584 -6.083  0.641
C 18.994 9.922 -5.574  -0.663
C 19.302 8.998 -6.719  -0.644
Cl 20.581 9.659 -7.774  0.531
H 18.129 9.539 -5.032  0.062
H 19.799 9.970 -4.843  0.069
H 18.407 8.903 -7.328  0.071
H 19.620 8.025 -6.360  0.068
C 12.129 9.819 0.577  0.047
N 11.385 8.921 1.491  -0.431
O 11.394 7.735 1.260  0.058
O 10.887 9.452 2.469  0.057
H 12.256 9.361 -0.394  0.076
H 13.092 9.955 1.072  0.097
H 11.667 10.799 0.555  0.098
C 11.556 6.783 -2.024  0.034
N 10.248 6.607 -1.348  -0.441
O 9.599 7.590 -1.030  0.043
O 9.894 5.468 -1.158  0.070
H 12.201 6.070 -1.521  0.090
H 11.925 7.792 -1.918  0.074
H 11.396 6.514 -3.064  0.074
C 19.443 7.446 -1.830  0.056
N 18.321 6.897 -2.622  -0.425
O 17.416 6.363 -2.011  0.070
O 18.347 7.037 -3.820  0.077
H 20.113 7.895 -2.555  0.099
H 19.937 6.669 -1.255  0.102
H 19.048 8.185 -1.141  0.094
C 14.290 10.499 -5.103  0.056
N 14.210 10.149 -6.541  -0.425
O 13.289 9.447 -6.899  0.074
O 15.054 10.635 -7.272  0.060
H 15.233 11.005 -4.918  0.091
H 14.191 9.621 -4.481  0.073
H 13.519 11.244 -4.916  0.106
C 15.393 13.609 0.637  0.053
N 16.047 13.943 1.927  -0.456
O 17.162 13.511 2.110  0.069
O 15.401 14.571 2.734  0.065
H 14.363 13.937 0.680  0.096
H 15.506 12.555 0.406  0.086
H 15.909 14.183 -0.134  0.099
C 22.084 13.082 -1.282  0.044
N 23.345 12.914 -0.518  -0.457
O 23.672 13.839 0.184  0.057
O 23.964 11.871 -0.612  0.058
H 21.660 12.103 -1.471  0.076
H 22.307 13.647 -2.180  0.104
H 21.385 13.627 -0.654  0.100
C 10.039 6.624 -8.074  -0.045
O 11.352 6.273 -7.653  0.003
C 11.601 6.415 -6.347  -0.616
O 10.763 6.605 -5.502  0.123
O 12.899 6.286 -6.159  0.022
C 13.418 6.722 -4.921  -0.059
H 9.302 6.165 -7.415  0.093
H 9.873 6.250 -9.080  0.089
H 9.938 7.710 -8.086  0.100
H 12.946 7.644 -4.576  0.082
H 14.474 6.902 -5.086  0.102
H 13.277 5.990 -4.128  0.086
C 21.975 17.393 -7.143  -0.050
O 21.352 16.261 -6.564  0.010
C 20.084 16.076 -6.912  -0.645
O 19.480 16.666 -7.759  0.135
O 19.597 15.105 -6.160  -0.007
C 18.255 14.711 -6.407  -0.090
H 21.315 18.259 -7.034  0.097
H 22.173 17.260 -8.205  0.095
H 22.887 17.657 -6.617  0.091
H 18.189 14.176 -7.353  0.093
H 17.602 15.588 -6.442  0.099
H 17.859 14.106 -5.601  0.033
C 23.254 18.383 -1.525  -0.048
O 21.860 18.134 -1.506  0.008
C 21.402 17.276 -2.406  -0.646
O 22.064 16.766 -3.277  0.118
O 20.115 17.146 -2.219  0.020
C 19.406 16.280 -3.129  -0.001
H 23.481 19.078 -0.724  0.091
H 23.555 18.826 -2.479  0.096
H 23.832 17.470 -1.404  0.096
H 19.975 15.365 -3.300  0.096
H 19.365 16.778 -4.099  0.094
H 18.428 16.066 -2.725  0.089
C 14.842 14.388 -4.642  -0.047
O 13.975 13.741 -5.541  0.001
C 14.053 14.095 -6.819  -0.617
O 14.844 14.844 -7.309  0.146
O 13.126 13.422 -7.503  -0.006
C 13.008 13.716 -8.879  -0.048
H 14.668 14.056 -3.624  0.088
H 14.719 15.473 -4.660  0.107
H 15.896 14.203 -4.827  0.063
H 12.912 14.778 -9.090  0.096
H 12.112 13.181 -9.188  0.095
H 13.844 13.312 -9.452  0.101

HOMO (eV): -8.55
Electronic energy (eV): -152992.914
Gap between HOMO and LUMO (eV): 10.08
Charge: -1

***

Density functional theory data (wB97M-V/def2-TZVPD) for a gas-phase ion, C26H50BrF3N3O5 (charge +1) at a distorted geometry.

Each line ends with the Löwdin charge.
Element x y z (Å)
C -0.580 -4.748 1.645  -0.097
C 0.761 -4.792 0.887  -0.233
C 0.778 -4.019 -0.448  -0.182
C 1.900 -2.973 -0.579  -0.170
C 1.489 -1.500 -0.522  -0.104
C 0.886 -1.010 0.811  -0.381
N 1.574 -1.661 1.868  0.149
O -0.512 -1.493 0.849  0.050
C -1.470 -0.534 0.953  -0.617
O -2.041 -0.114 -0.224  0.001
C -1.879 -0.902 -1.431  -0.143
C -3.077 -0.703 -2.332  -0.159
C -3.219 0.664 -2.991  -0.244
C -2.061 1.038 -3.910  -0.102
O -2.449 -0.792 1.858  -0.088
C -3.294 -1.919 1.573  -0.133
C -4.701 -1.507 1.158  -0.176
C -5.630 -1.267 2.349  -0.244
C -5.116 -0.181 3.296  -0.100
N -0.657 0.668 1.609  -0.298
C -1.419 1.952 1.593  -0.027
Br -0.474 0.244 3.516  1.108
C 0.713 0.589 0.921  -0.276
C 1.820 1.244 1.756  -0.151
C 3.266 1.014 1.262  -0.163
C 4.112 2.297 1.144  -0.169
C 5.322 2.073 0.256  -0.179
N 4.940 1.935 -1.155  0.053
C 5.538 2.785 -2.079  -0.521
C 4.617 3.420 -3.084  0.004
O 6.737 2.992 -2.060  0.079
C 0.698 1.214 -0.512  -0.010
C 0.703 2.754 -0.668  -0.223
O 1.912 3.212 -1.229  -0.003
C -0.454 3.322 -1.531  -0.568
F -0.821 4.521 -1.073  0.172
F -1.552 2.546 -1.520  0.121
F -0.098 3.451 -2.807  0.172
H -0.508 -4.130 2.540  0.065
H -0.865 -5.743 1.984  0.070
H -1.385 -4.369 1.019  0.049
H 0.990 -5.837 0.685  0.101
H 1.545 -4.420 1.544  0.087
H -0.197 -3.565 -0.619  0.083
H 0.910 -4.742 -1.254  0.109
H 2.687 -3.196 0.142  0.105
H 2.374 -3.095 -1.555  0.117
H 0.773 -1.321 -1.316  0.107
H 2.375 -0.912 -0.770  0.109
H 2.567 -1.709 1.682  0.105
H 1.448 -1.247 2.779  0.035
H -0.975 -0.605 -1.957  0.096
H -1.808 -1.954 -1.170  0.122
H -3.985 -0.984 -1.797  0.112
H -2.950 -1.445 -3.128  0.131
H -3.416 1.433 -2.244  0.097
H -4.120 0.627 -3.606  0.115
H -1.082 0.966 -3.436  0.050
H -2.190 2.059 -4.266  0.080
H -2.071 0.396 -4.791  0.084
H -3.341 -2.501 2.494  0.141
H -2.834 -2.562 0.824  0.112
H -5.100 -2.302 0.526  0.121
H -4.647 -0.591 0.565  0.112
H -6.599 -0.948 1.965  0.109
H -5.757 -2.202 2.896  0.112
H -4.734 0.675 2.739  0.068
H -4.334 -0.554 3.958  0.070
H -5.926 0.167 3.936  0.076
H -0.736 2.767 1.798  0.103
H -1.925 2.050 0.645  0.100
H -2.159 1.920 2.387  0.084
H 1.650 2.319 1.825  0.117
H 1.769 0.880 2.771  0.040
H 3.770 0.400 2.010  0.118
H 3.312 0.438 0.338  0.090
H 3.509 3.140 0.806  0.108
H 4.492 2.527 2.141  0.123
H 6.070 2.858 0.348  0.125
H 5.819 1.157 0.591  0.123
H 3.940 1.890 -1.282  0.079
H 5.189 4.117 -3.689  0.092
H 4.183 2.667 -3.747  0.091
H 3.807 3.963 -2.596  0.070
H -0.109 0.773 -1.084  0.095
H 1.620 0.884 -0.980  0.115
H 0.629 3.272 0.279  0.135
H 2.059 2.771 -2.074  0.092

HOMO (eV): -11.85
Electronic energy (eV): -120668.859
Gap between HOMO and LUMO (eV): 7.23
Charge: +1

***

Density functional theory data (wB97M-V/def2-TZVPD) for a molecular structure, C26H50Cl10F12N2O15S4V at a distorted geometry.

Each line ends with the Löwdin spin population.
Element x y z (Å)
O 2.297 -1.211 -1.682  -0.229
V 1.717 -2.151 -0.563  1.155
C -2.376 -1.454 -0.649  0.000
F -3.505 -0.852 -1.210  0.000
F -2.528 -1.528 0.657  0.000
F -2.235 -2.715 -1.063  0.000
S -0.757 -0.534 -1.163  0.001
O -0.184 -1.283 -2.263  -0.003
O -1.070 0.879 -1.453  0.000
N 0.270 -0.794 0.193  0.013
S -0.051 0.507 1.049  0.004
O 0.720 1.678 0.605  0.001
O -1.468 0.799 1.389  0.003
C 0.849 -0.096 2.808  0.001
F 0.392 -1.335 3.201  0.000
F 2.183 -0.092 2.668  0.001
F 0.667 0.799 3.782  0.000
C 5.729 -1.544 -0.653  0.000
F 5.854 -2.811 -1.163  0.000
F 6.949 -1.182 -0.333  0.000
F 5.277 -0.712 -1.569  0.000
S 4.613 -1.564 0.962  0.003
O 5.438 -1.612 2.176  0.005
O 3.947 -0.318 0.681  0.008
N 3.425 -2.736 0.547  0.013
S 4.021 -4.085 1.061  0.003
O 3.371 -5.213 0.422  0.001
O 5.479 -4.146 1.248  -0.001
C 3.178 -4.038 2.727  0.000
F 3.091 -5.283 3.278  0.000
F 3.815 -3.234 3.499  0.000
F 1.943 -3.467 2.670  0.000
C 3.298 -3.609 -2.870  0.002
O 2.141 -3.589 -2.081  0.013
C 1.376 -4.729 -2.167  0.000
C 0.586 -5.031 -0.815  0.000
O 0.449 -3.855 0.017  0.004
C -0.427 -4.128 1.175  0.001
H 3.880 -2.704 -2.693  0.000
H 3.099 -3.548 -3.939  0.000
H 4.063 -4.362 -2.678  0.001
H 2.115 -5.517 -2.316  0.000
H 0.623 -4.649 -2.950  0.000
H 0.987 -5.840 -0.204  0.000
H -0.434 -5.265 -1.119  0.000
H -1.477 -4.297 0.938  0.000
H -0.492 -3.261 1.833  0.000
H -0.056 -4.930 1.813  0.000
C 2.767 2.472 -2.041  0.000
O 3.981 2.294 -1.352  0.000
C 5.096 2.261 -2.160  0.000
C 6.304 2.260 -1.159  0.000
O 6.495 3.534 -0.595  0.000
C 7.066 3.450 0.707  0.000
H 2.062 1.695 -1.744  0.000
H 2.833 2.404 -3.127  0.000
H 2.357 3.442 -1.759  0.000
H 5.159 3.117 -2.832  0.000
H 5.201 1.312 -2.687  0.000
H 7.229 2.042 -1.692  0.000
H 6.209 1.410 -0.483  0.000
H 6.724 2.789 1.504  0.000
H 6.990 4.427 1.183  0.000
H 8.131 3.232 0.624  0.000
C -3.954 2.810 -0.537  0.000
O -5.206 2.771 -1.251  0.000
C -5.050 3.360 -2.536  0.000
C -6.499 3.540 -3.194  0.000
O -7.372 4.596 -2.825  0.000
C -7.104 5.837 -3.388  0.000
H -3.734 1.937 0.079  0.000
H -3.983 3.663 0.141  0.000
H -3.051 2.852 -1.145  0.000
H -4.347 2.792 -3.145  0.000
H -4.658 4.377 -2.495  0.000
H -7.049 2.602 -3.123  0.000
H -6.297 3.490 -4.264  0.000
H -7.823 6.628 -3.173  0.000
H -7.214 5.810 -4.472  0.000
H -6.081 6.158 -3.192  0.000
Cl 4.216 3.650 3.611  0.000
C 3.094 3.063 2.383  0.000
C 2.886 4.033 1.204  0.000
Cl 1.929 5.435 1.568  0.000
H 2.145 2.912 2.897  0.000
H 3.440 2.080 2.065  0.000
H 2.370 3.510 0.399  0.000
H 3.786 4.269 0.637  0.000
Cl -2.966 2.947 2.792  0.000
C -3.257 2.845 4.605  0.000
C -4.524 2.133 4.996  0.000
Cl -4.429 0.477 4.501  0.000
H -3.084 3.828 5.043  0.000
H -2.405 2.300 5.010  0.000
H -5.274 2.675 4.420  0.000
H -4.726 2.257 6.060  0.000
Cl -1.505 2.254 -6.276  0.000
C -0.817 2.239 -4.646  0.000
C -1.183 3.586 -4.000  0.000
Cl -0.344 4.945 -4.715  0.000
H 0.248 2.060 -4.792  0.000
H -1.195 1.398 -4.065  0.000
H -0.969 3.561 -2.932  0.000
H -2.244 3.832 -4.032  0.000
Cl -5.427 -3.578 0.596  0.000
C -5.476 -3.492 -1.113  0.000
C -6.566 -4.332 -1.724  0.000
Cl -6.444 -4.631 -3.510  0.000
H -4.550 -3.885 -1.534  0.000
H -5.412 -2.429 -1.345  0.000
H -7.532 -3.897 -1.471  0.000
H -6.770 -5.211 -1.112  0.000
Cl -1.677 -4.755 4.446  0.000
C -2.178 -3.759 5.779  0.000
C -1.187 -2.574 5.878  0.000
Cl -1.210 -1.769 7.461  0.000
H -1.963 -4.368 6.657  0.000
H -3.247 -3.584 5.659  0.000
H -1.334 -1.767 5.160  0.000
H -0.184 -2.987 5.770  0.000

HOMO (alpha / beta) (eV): -9.53 / -9.53
Multiplicity: 2
Electronic energy (eV): -288319.498
Gap between HOMO and LUMO (alpha / beta) (eV): 7.10 / 7.63

***

Density functional theory data (wB97M-V/def2-TZVPD) for 4 unconnected molecules or ions with the total composition C26H50F5N5O7P at a distorted geometry.

Each line ends with the Löwdin charge.
Element x y z (Å)
C 5.024 3.494 1.879  -0.073
C 5.918 2.280 1.718  -0.259
O 5.463 1.127 2.412  -0.137
C 4.211 0.640 2.012  -0.222
C 4.281 -0.873 1.885  -0.161
O 3.108 -1.360 1.240  -0.135
C 2.126 -1.860 2.128  -0.147
C 0.837 -1.959 1.401  -0.144
C 0.271 -3.032 0.867  0.017
N -0.937 -2.638 0.309  -0.093
P -2.124 -3.646 -0.551  0.935
C -0.978 -4.158 -1.833  -0.236
O -2.079 -4.860 0.552  -0.276
C -1.083 -1.322 0.516  -0.230
C -2.252 -0.497 0.097  -0.087
C -2.912 0.330 1.224  -0.154
C -4.434 0.357 1.114  -0.062
C -4.964 1.351 0.082  -0.417
F -3.953 1.874 -0.672  0.112
F -5.820 0.740 -0.780  0.119
C -5.724 2.556 0.696  -0.531
F -5.803 3.572 -0.168  0.171
F -6.966 2.197 1.053  0.175
F -5.074 2.988 1.800  0.149
N -0.003 -0.888 1.146  0.065
C 0.298 0.501 1.465  -0.022
C 0.746 1.354 0.264  -0.368
C 1.016 0.583 -1.016  -0.029
O -0.297 2.319 0.093  -0.030
H 4.946 3.794 2.923  0.084
H 5.434 4.317 1.291  0.082
H 4.014 3.318 1.499  0.057
H 6.897 2.498 2.144  0.123
H 6.058 2.037 0.658  0.121
H 3.895 1.034 1.038  0.118
H 3.446 0.920 2.750  0.128
H 5.141 -1.148 1.274  0.136
H 4.402 -1.350 2.861  0.134
H 2.397 -2.858 2.490  0.133
H 2.033 -1.209 3.004  0.133
H 0.658 -4.040 0.861  0.117
H -0.121 -4.687 -1.424  0.023
H -0.622 -3.204 -2.243  0.018
H -1.499 -4.746 -2.586  0.050
H -2.792 -5.481 0.357  0.059
H -2.984 -1.187 -0.323  0.074
H -1.945 0.162 -0.717  0.122
H -2.657 -0.106 2.192  0.128
H -2.514 1.342 1.197  0.104
H -4.851 -0.621 0.874  0.135
H -4.836 0.632 2.089  0.129
H 1.102 0.494 2.198  0.117
H -0.564 0.962 1.933  0.123
H 1.666 1.875 0.546  0.128
H 1.509 1.238 -1.737  0.092
H 0.085 0.249 -1.472  0.067
H 1.664 -0.280 -0.860  0.082
H 0.051 3.080 -0.383  0.104
C -0.253 -1.447 -5.376  0.001
C 0.828 -1.354 -4.325  -0.531
O 0.636 -1.712 -3.168  -0.004
N 2.029 -0.863 -4.702  0.017
C 2.440 -0.398 -6.015  -0.064
H -1.144 -1.859 -4.913  0.081
H -0.488 -0.464 -5.784  0.089
H 0.054 -2.097 -6.195  0.090
H 2.707 -0.835 -3.956  0.141
H 3.278 -0.989 -6.387  0.088
H 2.746 0.648 -5.975  0.086
H 1.620 -0.488 -6.718  0.073
C -6.161 8.087 2.696  -0.012
C -5.105 8.721 1.818  -0.554
O -4.577 9.779 2.106  0.038
N -4.760 8.057 0.680  0.004
C -5.271 6.794 0.186  -0.089
H -6.317 8.736 3.552  0.082
H -7.103 7.975 2.158  0.084
H -5.842 7.105 3.046  0.080
H -4.058 8.532 0.136  0.138
H -4.460 6.068 0.092  0.076
H -5.733 6.922 -0.794  0.086
H -6.014 6.390 0.865  0.066
C 3.753 -5.168 0.734  0.007
C 2.713 -6.012 0.038  -0.521
O 1.652 -5.534 -0.361  -0.002
N 2.988 -7.318 -0.149  0.020
C 4.178 -8.055 0.240  -0.062
H 3.397 -4.141 0.774  0.061
H 3.942 -5.532 1.745  0.093
H 4.693 -5.181 0.182  0.092
H 2.255 -7.823 -0.623  0.146
H 4.666 -8.483 -0.636  0.088
H 3.920 -8.864 0.923  0.088
H 4.883 -7.398 0.737  0.072

HOMO (eV): -10.67
Electronic energy (eV): -72429.336
Gap between HOMO and LUMO (eV): 8.92
Charge: +1